Record 1
DFT (the ωB97M-V functional and the def2-TZVPD basis) results for F4KN2O8S4 as an isolated structure.

Properties
- Kohn-Sham gap (eV) = 9.29
- total charge = -1
- highest occupied orbital energy (hartree) = -0.283
- strongest force on any atom (eV/Å) = 8.26
- LUMO (eV) = 1.58
- ΔE to the lowest compared entry with this formula, charge and spin (kJ/mol) = 222.1
- energy (hartree) = -3303.669938

The geometry in XYZ format:
```
19
Properties=species:S:1:pos:R:3:forces:R:3:mulliken_charge:R:1
K -10.137 -18.923 9.678 -0.384 -0.185 -0.188 0.877
S -11.903 -17.156 6.317 2.143 -2.073 -2.953 1.016
S -9.294 -22.674 8.675 6.046 -0.330 -5.622 0.994
S -11.080 -22.384 10.172 -5.338 2.901 1.687 1.105
S -13.043 -17.240 8.455 -2.759 0.124 4.528 1.079
F -12.546 -21.714 10.016 0.472 0.501 -0.362 -0.286
F -10.604 -17.931 5.757 -0.431 -0.208 0.329 -0.287
F -8.656 -21.884 7.378 -0.110 0.091 0.369 -0.357
F -13.127 -18.316 9.649 -0.164 -0.170 0.676 -0.284
O -11.328 -15.876 6.578 -0.772 0.075 0.417 -0.533
O -8.121 -22.649 9.531 -1.871 -0.065 0.485 -0.590
O -10.683 -21.737 11.410 0.796 -0.960 -1.070 -0.587
O -12.845 -17.326 5.236 0.459 0.248 1.679 -0.563
O -12.431 -16.121 9.131 -0.252 -0.443 -0.648 -0.564
O -11.523 -23.742 10.110 1.895 0.097 0.078 -0.531
O -14.411 -17.137 8.026 1.021 0.385 -0.256 -0.610
O -9.654 -23.894 8.031 -0.379 -0.333 0.993 -0.550
N -12.112 -18.174 7.654 1.065 1.998 -3.584 -0.192
N -10.419 -21.614 8.824 -1.437 -1.653 3.440 -0.136
```
Forces are in eV/Å.



Record 2
DFT (the ωB97M-V functional and the def2-TZVPD basis) results for one molecule with the formula F4NP.

Properties
- spin multiplicity = 3
- Kohn-Sham gap (alpha / beta) (eV) = 6.82 / 8.84
- highest occupied orbital energy (alpha / beta) (hartree) = -0.254 / -0.463
- strongest force on any atom (eV/Å) = 3.97
- ⟨S²⟩ = 2.008
- LUMO (alpha / beta) (eV) = -0.08 / -3.75
- ΔE to the lowest compared entry with this formula, charge and spin (kJ/mol) = 273.3
- energy (hartree) = -795.325189

The geometry in XYZ format:
```
6
Properties=species:S:1:pos:R:3:forces:R:3:mulliken_spin:R:1
P 0.968 0.161 0.692 0.819 0.143 -3.882 0.386
F -1.090 -1.086 -0.090 -2.187 0.026 -0.109 0.154
F 1.665 1.042 -0.536 -0.352 -0.967 1.917 0.018
F -1.628 0.943 0.481 -3.147 1.153 1.211 0.275
F 1.204 -1.308 -0.041 1.384 0.699 1.000 0.045
N -0.566 0.200 -0.149 3.482 -1.054 -0.137 1.122
```
Forces are in eV/Å.